This record from the OMol25 dataset describes a molecular structure, C12H24B2BeBr3Cl3F13Mg2N3O6P2 at a distorted geometry. The level of theory is ωB97M-V/def2-TZVPD.

Structure (XYZ):
```
71
Properties=species:S:1:pos:R:3:mulliken_charge:R:1
C 3.203 -1.198 1.642 0.189
C 3.061 0.172 1.436 0.054
C 2.331 0.695 0.312 -0.936
C 0.911 0.239 0.313 1.400
B 0.996 -1.230 -0.198 0.263
N 1.507 -1.347 -1.546 -0.490
O 0.730 -2.275 0.525 -0.346
C 0.182 0.587 1.692 -0.804
C -1.263 0.408 1.341 -0.082
N -1.397 0.674 0.062 0.450
B -2.701 0.616 -0.735 0.302
O -3.469 1.747 -0.721 -0.519
O -2.968 -0.426 -1.448 -0.239
C -4.313 -0.985 -1.342 0.544
C -4.907 -1.034 0.006 -1.544
C -0.073 1.044 -0.509 -1.724
H 3.749 -1.874 0.929 0.228
H 2.726 -1.659 2.495 0.272
H 3.497 0.840 2.162 0.636
H 2.367 1.759 0.353 0.651
H 2.811 0.353 -0.605 -0.104
H 1.066 -2.079 -2.078 0.156
H 2.502 -1.609 -1.429 0.216
H -0.001 -2.168 1.171 0.216
H 0.394 1.562 2.059 0.304
H 0.410 -0.167 2.413 0.199
H -2.000 0.105 2.058 0.777
H -3.905 1.860 0.135 0.368
H -4.231 -1.993 -1.674 -0.322
H -4.984 -0.509 -2.024 0.454
H -5.652 -1.792 -0.019 0.399
H -5.417 -0.132 0.280 0.383
H -4.214 -1.364 0.733 0.464
H 0.075 2.094 -0.291 0.028
H -0.077 0.866 -1.557 0.584
F 2.927 -2.587 0.359 -0.374
Be -1.989 2.729 0.568 0.184
Cl 3.914 -0.758 -2.370 -0.417
Cl 3.161 3.192 -6.167 -0.199
C 4.571 2.108 -6.332 -0.452
C 4.765 1.248 -5.115 -0.402
Cl 5.278 2.197 -3.696 -0.171
H 5.444 2.722 -6.530 0.334
H 4.388 1.479 -7.199 0.308
H 5.544 0.514 -5.302 0.320
H 3.855 0.720 -4.852 0.276
F -4.768 -6.243 -1.005 -0.271
P -4.432 -5.335 -2.317 1.009
F -3.351 -5.662 -3.559 -0.290
F -5.363 -6.434 -3.088 -0.262
F -5.099 -4.040 -1.513 -0.264
F -5.105 -4.284 -3.657 -0.417
F -3.019 -4.945 -1.550 -0.269
Mg -4.406 -2.961 -4.776 1.348
C -1.815 7.077 0.942 -0.505
Br -1.184 5.303 0.388 0.137
Br -0.889 7.639 2.673 0.327
Br -1.624 8.389 -0.415 0.120
H -2.867 6.995 1.172 0.420
F 4.262 1.528 5.559 -0.318
P 3.501 0.097 5.195 1.046
F 4.199 -1.416 5.278 -0.324
F 3.480 0.009 6.853 -0.297
F 2.481 1.116 4.189 -0.405
F 2.050 -0.734 5.280 -0.248
F 4.509 0.087 3.799 -0.386
N -0.810 -2.193 4.110 1.047
O -1.492 -1.710 4.994 -0.578
O -1.414 -2.529 2.985 -0.567
O 0.375 -2.387 4.176 -0.464
Mg -0.022 7.291 4.983 0.578
```

Values from the calculation:
LUMO energy = -10.234 eV
net charge = +2